A molecular structure, C24H43ErN2OP2 in a non-equilibrium geometry. Source: OMol25; level of theory: ωB97M-V/def2-TZVPD.

Geometry as ORCA input:
```
! wB97M-V def2-TZVPD RIJCOSX def2/J DEFGRID3
* xyz 2 4
C -3.69731 1.27709 -2.20867
H 1.17497 -5.60831 0.91833
H -1.01523 3.52082 -1.99995
H -1.72793 2.68617 0.88663
H -3.38505 4.14881 -1.24029
H 2.54073 -3.54314 1.10581
H -1.78644 -2.35031 3.04020
C -1.60126 -2.23344 1.96380
H -2.66573 4.81215 0.23191
C -3.65462 0.66273 0.75546
H -0.86996 -4.71855 -0.67217
C 5.26275 4.07529 3.34399
C -0.32330 -1.88922 -1.10723
Er -0.44232 0.71923 0.84357
C -0.21135 -2.87212 1.68808
C 3.24762 -3.22600 -0.88089
H -3.69130 -0.68976 2.48897
C 5.93984 4.69805 2.30007
C 0.21535 -4.58885 -0.79598
H -2.90861 3.10591 -3.17074
C -3.07067 3.89586 -0.22169
H -1.46487 -2.09839 -1.07148
H -3.58261 1.89873 -4.28839
H 3.97979 3.65066 -0.32356
H 2.59294 -0.65633 0.06461
H 0.50584 -2.37844 2.33053
C 4.11687 3.29886 3.10109
C 4.33852 3.77079 0.70727
C 0.89303 -5.79231 -0.12348
H -0.20752 -3.92689 2.07441
H 5.61225 4.19052 4.36415
N 1.48428 1.83408 1.31125
H -5.66341 1.16529 -1.25101
H 1.57736 -4.53165 -2.51883
H -3.79202 -1.48449 0.89659
C 3.65444 3.15301 1.76980
H 0.07382 -5.43033 -2.78844
P 0.51377 -3.00626 0.04122
H 1.79121 -6.11604 -0.66200
H -1.99909 1.62479 -3.54841
O 0.06535 -0.53386 -0.91113
N -1.83655 -0.79728 1.85858
H 0.00188 2.36561 -1.11747
H -2.31987 -2.97227 1.49163
C -5.11029 1.80094 -1.95287
C 2.48395 2.41387 1.52068
H 6.85000 5.31708 2.49859
P -2.67837 1.11288 -0.70445
H 5.99888 5.02571 0.16423
H -0.20686 4.01378 -0.47758
H -5.67527 1.81159 -2.89232
H 0.19777 -6.63943 -0.11492
H -3.52051 1.42602 1.52617
C 2.73559 -1.44249 0.83206
C -2.99828 2.02510 -3.36421
C -0.73214 3.18742 -0.98908
H 0.06705 -3.67680 -2.80206
C -1.99916 2.80248 -0.19229
C 5.48950 4.55069 0.97741
C -3.22269 -0.68610 1.46901
H -0.64255 -2.37120 -2.13601
H 2.18372 -1.15532 1.72940
C 0.50450 -4.54719 -2.30452
H -3.79617 0.22926 -2.53122
H -3.95789 3.62503 0.36404
H -5.11329 2.82610 -1.55484
H 4.29045 -3.01476 -0.61870
H -4.72109 0.64258 0.43818
C 2.33305 -2.83002 0.30645
H 3.18938 -4.28574 -1.11845
H 3.01094 -2.63949 -1.77849
H 3.79279 -1.44411 1.10289
H 3.58142 2.81192 3.92677
*
```

**Orbital gap (spin up / spin down)**: 7.08 / 7.14 eV
**E_tot**: -2822.24979 a.u.
**⟨S²⟩**: 3.753
**Lowest unoccupied orbital energy (spin up / spin down)**: -5.877 / -5.845 eV